Record 1
Formula: C24H23N4O3RuSe3Te
Source: OMol25
Level of theory: ωB97M-V/def2-TZVPD

Structure (XYZ):
```
59
C24H23N4O3RuSe3Te ωB97M-V/def2-TZVPD
Ru 1.91 -0.40 -2.00
O 3.93 -1.33 -1.57
C 4.76 -0.60 -0.64
C 5.63 0.41 -1.38
C 4.82 1.17 -2.42
C 3.75 2.06 -1.86
C 4.09 3.24 -1.22
C 3.11 4.14 -0.87
C 1.80 3.85 -1.21
C 1.53 2.64 -1.80
N 2.46 1.72 -2.08
H 4.49 -1.66 -2.29
H 5.37 -1.30 -0.07
H 4.06 -0.12 0.04
H 6.46 -0.10 -1.88
H 6.08 1.07 -0.64
H 4.34 0.46 -3.09
H 5.48 1.78 -3.05
H 5.14 3.46 -1.04
H 3.36 5.07 -0.37
H 0.99 4.54 -1.02
H 0.51 2.39 -2.08
C -3.62 -4.77 3.73
O -4.08 -3.59 4.39
C -4.10 -2.45 3.69
C -4.52 -1.31 4.39
C -4.59 -0.09 3.76
C -4.17 0.02 2.43
C -3.80 -1.11 1.71
C -3.77 -2.35 2.33
N -4.28 1.31 1.84
N -3.46 1.68 0.99
C -2.22 1.06 0.79
C -1.34 0.79 1.85
C -0.05 0.37 1.64
C 0.44 0.18 0.33
O 1.63 -0.16 0.05
C -0.49 0.40 -0.76
N 0.00 0.12 -2.00
C -0.80 0.32 -3.04
C -2.10 0.84 -2.91
C -2.60 1.13 -1.67
C -1.78 0.89 -0.54
H -3.60 -5.54 4.50
H -2.62 -4.63 3.33
H -4.31 -5.06 2.93
H -4.81 -1.42 5.43
H -4.94 0.79 4.28
H -3.58 -1.04 0.65
H -3.52 -3.23 1.76
H -1.69 0.95 2.86
H 0.63 0.19 2.46
H -0.39 0.07 -4.01
H -2.69 1.01 -3.80
H -3.59 1.55 -1.54
Se -1.35 -2.25 -0.21
Se -1.22 -2.81 -2.36
Te 1.35 -2.97 -2.47
Se 1.94 -1.38 -4.27
```

Kohn-Sham gap (alpha / beta)	4.20 / 4.21	eV
charge	+1
LUMO energy (alpha / beta)	-5.68 / -5.68	eV
HOMO level (alpha / beta)	-9.879 / -9.882	eV
ΔE to the lowest compared entry with this formula, charge and spin	0.000	eV



Record 2
Formula: C20H24Cl2NO2
Source: OMol25
Level of theory: ωB97M-V/def2-TZVPD

Structure (XYZ):
```
49
C20H24Cl2NO2 ωB97M-V/def2-TZVPD
C -3.91 -2.62 0.95
H -4.15 -3.53 1.49
H -4.10 -1.76 1.59
H -4.53 -2.55 0.05
O -2.54 -2.74 0.62
C -1.91 -1.93 -0.24
C -0.61 -2.33 -0.54
C 0.20 -1.62 -1.41
C -0.33 -0.52 -2.06
C -1.63 -0.11 -1.80
C -2.42 -0.74 -0.82
O -3.63 -0.33 -0.38
C -4.00 1.05 -0.31
C -2.93 2.04 0.08
C -1.96 1.81 1.05
C -1.01 2.78 1.36
C -1.03 4.00 0.72
C -2.01 4.26 -0.23
C -2.94 3.28 -0.54
H -3.69 3.49 -1.29
H -2.04 5.21 -0.72
H -0.30 4.75 0.97
H -0.28 2.57 2.12
Cl -1.91 0.33 1.96
H -4.78 1.05 0.46
H -4.45 1.36 -1.26
Cl -2.24 1.19 -2.77
H 0.24 0.03 -2.79
C 1.63 -2.02 -1.57
H 1.72 -3.08 -1.82
H 2.12 -1.43 -2.35
N 2.33 -1.79 -0.27
H 1.76 -2.25 0.45
H 3.26 -2.21 -0.27
C 2.48 -0.35 0.10
C 3.74 0.22 -0.55
H 3.84 -0.06 -1.60
H 3.69 1.30 -0.50
C 4.90 -0.31 0.31
H 5.70 0.42 0.36
H 5.33 -1.21 -0.13
C 4.29 -0.59 1.70
H 4.78 0.00 2.47
H 4.43 -1.64 1.98
C 2.80 -0.24 1.59
H 2.64 0.79 1.90
H 2.17 -0.87 2.21
H 1.56 0.16 -0.18
H -0.27 -3.24 -0.06
```

structure (SMILES)	COc1cc(C[NH2+]C2CCCC2)cc(Cl)c1OCc1ccccc1Cl
Kohn-Sham gap	8.51	eV
charge	+1
LUMO energy	-2.68	eV
HOMO level	-11.186	eV
ΔE to the lowest compared entry with this formula, charge and spin	0.000	eV



Record 3
Formula: CH6N3O
Source: OMol25
Level of theory: ωB97M-V/def2-TZVPD

Structure (XYZ):
```
11
CH6N3O ωB97M-V/def2-TZVPD
C 0.23 -0.03 -1.23
N -0.78 -0.87 -0.78
N 1.13 0.32 -0.09
N -0.57 0.09 1.44
O 0.23 0.96 0.69
H 0.86 -0.63 -1.77
H 0.08 0.90 -1.71
H -1.75 -0.53 -0.81
H 1.59 -0.37 0.44
H -1.18 0.74 1.92
H 0.16 -0.60 1.90
```

Kohn-Sham gap (alpha / beta)	8.29 / 9.44	eV
charge	+1
LUMO energy (alpha / beta)	-7.96 / -6.60	eV
HOMO level (alpha / beta)	-16.249 / -16.037	eV
ΔE to the lowest compared entry with this formula, charge and spin	6.998	eV



Record 4
Formula: C6H11IrN5O4SbSe4
Source: OMol25
Level of theory: ωB97M-V/def2-TZVPD

Structure (XYZ):
```
32
C6H11IrN5O4SbSe4 ωB97M-V/def2-TZVPD
Ir 1.45 -0.13 -0.26
O 4.45 -4.11 3.46
C 3.71 -3.26 3.18
O 2.90 -2.47 2.93
C -0.21 -2.83 0.80
O 0.69 -3.53 0.92
O -1.17 -2.17 0.70
Se 5.97 1.64 -0.88
Sb 4.89 -0.10 0.39
Se 2.73 0.87 1.44
Se 3.32 -1.56 -0.97
Se 6.14 -1.37 2.00
C -2.30 2.19 1.63
N -2.47 1.65 0.29
C -3.05 2.62 -0.63
C -1.36 0.95 -0.20
N -0.18 0.99 0.27
N -1.71 0.12 -1.27
C -0.90 -0.66 -2.07
N -1.61 -1.28 -3.08
N 0.35 -0.82 -1.87
H -3.27 2.52 1.99
H -1.62 3.05 1.66
H -1.93 1.42 2.30
H -4.04 2.90 -0.26
H -3.16 2.18 -1.62
H -2.43 3.52 -0.72
H -0.03 1.68 1.00
H -2.68 -0.14 -1.27
H -2.29 -0.71 -3.55
H -1.05 -1.83 -3.71
H 0.84 -1.35 -2.58
```

Kohn-Sham gap (alpha / beta)	5.13 / 5.08	eV
charge	-1
LUMO energy (alpha / beta)	1.57 / 1.56	eV
HOMO level (alpha / beta)	-3.566 / -3.515	eV
ΔE to the lowest compared entry with this formula, charge and spin	0.447	eV
multiplicity	2



- The highest ΔE to the lowest compared entry with this formula, charge and spin belongs to which entry?
  CH6N3O



- What is the charge in the first record?
  +1